# C6H12O

One molecule with the formula C6H12O (ωB97M-V/def2-TZVPD, OMol25).

Last columns: bonded neighbours and bond lengths (Å).
CARTESIAN COORDINATES (ANGSTROEM)
1 C -0.968 -1.557 -0.672  C2 1.530, H8 1.097, H9 1.096, H10 1.098
2 C -0.356 -0.156 -0.629  C1 1.530, C3 1.529, C4 1.514, H11 1.097
3 C 0.366 0.163 -1.939  C2 1.529, H12 1.095, H13 1.098, H14 1.095
4 C 0.603 -0.037 0.536  C2 1.514, C5 1.508, C6 1.505, H15 1.091
5 C 1.110 1.308 0.991  C4 1.508, C6 1.493, H16 1.086, H17 1.088
6 C 0.177 0.533 1.863  C4 1.505, C5 1.493, O7 1.399, H18 1.091
7 O -1.106 1.070 2.009  C6 1.399, H19 0.966
8 H -1.469 -1.820 0.268  C1 1.097
9 H -1.701 -1.638 -1.482  C1 1.096
10 H -0.184 -2.305 -0.850  C1 1.098
11 H -1.160 0.578 -0.489  C2 1.097
12 H -0.260 -0.092 -2.800  C3 1.095
13 H 1.299 -0.410 -2.021  C3 1.098
14 H 0.627 1.225 -1.997  C3 1.095
15 H 1.320 -0.858 0.580  C4 1.091
16 H 2.151 1.399 1.286  C5 1.086
17 H 0.691 2.191 0.512  C5 1.088
18 H 0.587 0.076 2.764  C6 1.091
19 H -1.727 0.332 2.071  O7 0.966

Output
* LUMO: 0.0349 Ha
* total charge: 0
* energy: -8463.2368 eV
* HOMO: -9.7 eV
* molar mass: 100.161 Da
* 2S+1: 1
* energy relative to the best compared isomer or geometry (same formula, charge and spin): 107.8 kJ/mol
* HOMO-LUMO gap: 10.63 eV